1:
This record from the Open Molecules 2025 dataset describes an isolated molecule of C6H10O3. The level of theory is ωB97M-V with the def2-TZVPD basis set.

The geometry in XYZ format:
```
19
C6H10O3 (ωB97M-V with the def2-TZVPD basis set)
C -0.167 0.662 -1.483
H -1.328 -2.141 -0.364
H -1.492 0.721 1.920
H -1.711 -1.963 -2.082
H 1.281 -1.815 1.002
H 1.374 2.371 -1.093
C 0.257 0.050 0.878
C 1.006 0.549 -0.562
O -1.159 -0.247 -1.101
H 1.656 -0.280 -0.827
O -0.463 1.668 -2.116
C 0.692 -1.055 1.503
C -0.520 1.110 1.599
H 0.022 1.460 2.483
H -0.733 1.995 0.994
C -1.017 -1.663 -1.294
H -0.004 -1.969 -1.558
H 0.540 -1.189 2.569
O 1.767 1.735 -0.467
```

Computed properties:
SMILES	C=C(C)[C@H](O)C(=O)OC
2S+1	1
frontier orbital gap	10.19	eV
E_HOMO	-9.5	eV

2:
This record from the Open Molecules 2025 dataset describes an isolated molecule of C6H10O3. The level of theory is ωB97M-V with the def2-TZVPD basis set.

The geometry in XYZ format:
```
19
C6H10O3 (ωB97M-V with the def2-TZVPD basis set)
H 3.103 1.864 -0.231
C 1.183 -2.016 0.284
H -3.136 0.197 -0.375
C -2.249 0.187 -0.984
O -0.045 -1.180 0.561
H -1.815 -0.337 1.706
H 1.389 -1.879 -0.840
C 0.093 0.079 0.018
H 2.415 1.820 1.532
C -1.233 0.749 -0.022
O 0.949 0.314 -1.174
H -1.193 1.859 -0.285
H 0.983 -3.126 0.640
C 2.402 1.507 0.470
H -2.283 0.686 -2.002
H 1.972 -1.342 0.672
C 1.368 0.798 0.021
H -2.193 -0.799 -1.335
O -1.711 0.620 1.345
```

Computed properties:
SMILES	C=C1O[C@]1(OC)[C@@H](C)O
2S+1	1
frontier orbital gap	10.18	eV
E_HOMO	-9.3	eV

In order of decreasing stability: 1, 2.

1:
This record from the Open Molecules 2025 dataset describes a structure of composition ClH6Na4O7. The level of theory is ωB97M-V with the def2-TZVPD basis set.

The geometry in XYZ format:
```
18
ClH6Na4O7 (ωB97M-V with the def2-TZVPD basis set)
O 1.361 1.042 -0.941
O 5.281 -0.043 1.053
Na 5.646 3.202 -0.814
O -0.317 -4.787 2.139
H 0.583 -4.615 2.416
H -4.674 0.620 -3.159
Na -1.169 4.026 3.889
Na -1.058 -5.085 -1.737
H -6.056 1.211 -2.982
Na -3.198 4.726 -2.618
Cl 0.293 0.744 0.008
H -0.814 -4.032 2.456
O -5.148 1.451 -3.167
H 4.568 -0.411 0.530
O 0.753 0.637 1.347
H 5.001 -0.167 1.960
O -0.509 -0.404 -0.440
O -0.543 1.884 0.059
```

Computed properties:
2S+1	1
frontier orbital gap	7.03	eV
total charge	+3
E_HOMO	-15.4	eV

2:
This record from the Open Molecules 2025 dataset describes a structure of composition ClH6Na4O7. The level of theory is ωB97M-V with the def2-TZVPD basis set.

The geometry in XYZ format:
```
18
ClH6Na4O7 (ωB97M-V with the def2-TZVPD basis set)
H 1.016 3.669 2.135
Cl 0.020 0.330 0.369
O 0.844 -2.458 -2.618
Na -0.904 4.150 -0.551
H 0.761 -2.207 -1.698
H -3.548 -2.565 -1.198
O -0.496 0.050 -0.949
H 0.986 -3.404 -2.597
O 1.415 0.171 0.549
Na 4.047 0.721 0.648
O 0.822 3.413 3.036
O -0.670 -0.609 1.218
H 1.587 3.697 3.537
O -3.232 -1.916 -0.569
Na 0.349 -2.973 2.201
O -0.374 1.668 0.724
Na -0.335 0.139 -3.516
H -2.287 -1.876 -0.720
```

Computed properties:
2S+1	1
frontier orbital gap	8.66	eV
total charge	+3
E_HOMO	-18.5	eV

In order of decreasing stability: 1, 2.

1:
This record from the Open Molecules 2025 dataset describes a cluster of 3 separate species, C2H10O3 in total. The level of theory is ωB97M-V with the def2-TZVPD basis set.

The geometry in XYZ format:
```
15
C2H10O3 (ωB97M-V with the def2-TZVPD basis set)
H 1.482 -0.922 0.478
O -4.101 1.357 2.007
H -4.064 2.290 1.765
C 0.172 0.463 1.604
H 0.214 -1.632 1.571
H 4.051 -0.298 -4.117
H -4.607 0.955 1.288
H -0.991 -1.700 -0.124
O 3.461 -0.566 -4.826
O -0.460 -0.911 -0.231
H 0.623 0.579 2.584
H 0.541 1.295 0.999
H -0.913 0.487 1.674
C 0.471 -0.845 0.856
H 4.122 -0.551 -5.529
```

Computed properties:
SMILES	CCO.O.O
2S+1	1
frontier orbital gap	11.13	eV
E_HOMO	-10.2	eV

2:
This record from the Open Molecules 2025 dataset describes a cluster of 3 separate species, C2H10O3 in total. The level of theory is ωB97M-V with the def2-TZVPD basis set.

The geometry in XYZ format:
```
15
C2H10O3 (ωB97M-V with the def2-TZVPD basis set)
H 1.108 -1.192 3.015
H 0.386 1.388 -1.775
H 0.500 1.350 1.410
H -1.896 0.523 -1.551
H 0.874 0.139 -0.544
H -0.374 -1.574 -0.621
O 0.790 2.244 1.212
H -0.123 -1.774 2.315
C -1.027 -0.143 -1.715
H 1.650 2.247 0.779
O -1.263 -1.223 -0.730
C 0.422 0.353 -1.493
H 0.860 -0.018 -2.423
O 0.658 -1.234 2.157
H -1.210 -0.765 -2.608
```

Computed properties:
SMILES	CCO.O.O
2S+1	1
frontier orbital gap	10.52	eV
E_HOMO	-9.9	eV

In order of decreasing stability: 1, 2.

1:
This record from the Open Molecules 2025 dataset describes an isolated molecule of C2H3BrN2S. The level of theory is ωB97M-V with the def2-TZVPD basis set.

The geometry in XYZ format:
```
9
C2H3BrN2S (ωB97M-V with the def2-TZVPD basis set)
N -0.975 -0.270 -0.497
H -0.349 0.374 1.479
N 2.320 0.916 0.218
H -0.509 1.736 0.314
C 1.191 0.747 0.210
C -0.253 0.661 0.402
H -2.015 -0.134 -0.532
Br 0.684 -2.915 -0.044
S -0.093 -1.116 -1.550
```

Computed properties:
SMILES	N#CCNSBr
2S+1	1
frontier orbital gap	8.27	eV
E_HOMO	-9.5	eV

2:
This record from the Open Molecules 2025 dataset describes a structure of composition C2H3BrN2S. The level of theory is ωB97M-V with the def2-TZVPD basis set.

The geometry in XYZ format:
```
9
C2H3BrN2S (ωB97M-V with the def2-TZVPD basis set)
Br -2.084 -2.240 -0.460
H 0.110 -1.702 0.841
H -1.422 1.013 -2.225
N -0.694 -1.076 -0.859
C 0.013 -0.825 0.172
H 1.490 0.615 1.015
N -0.613 0.684 -1.697
C 0.615 0.426 0.430
S -0.231 1.659 -0.429
```

Computed properties:
2S+1	1
frontier orbital gap	7.39	eV
E_HOMO	-8.1	eV

In order of decreasing stability: 1, 2.